Record 1
The following is a DFT calculation (ωB97M-V with the def2-TZVPD basis set) of a structure of composition C4H4IrO at a distorted geometry.

XYZ file:
```
10
Properties=species:S:1:pos:R:3:forces:R:3
O 1.94460 -0.15822 0.54968 0.50 -1.61 1.60
C 1.00616 -0.92577 0.05952 -0.73 -2.05 -2.93
C -0.21278 -0.23314 -0.33996 -0.31 -0.82 -0.41
C -1.36625 0.60127 0.08557 -0.46 0.46 -0.89
C -0.22875 1.19960 -0.63602 0.95 0.61 1.99
H -0.28723 -1.54485 0.18050 0.68 0.42 1.35
H 1.30774 -1.78853 -0.56621 0.18 0.11 0.62
H -1.52518 0.79774 1.15794 0.01 0.29 -0.06
H -2.31477 0.40947 -0.44066 0.12 -0.13 -0.08
Ir 1.67645 1.64244 -0.05035 -0.94 2.74 -1.19
```
Forces are in eV/Å.

Summary:
total charge = +2
2S+1 = 6
highest occupied orbital energy (spin up / spin down) = -0.692 / -0.782 hartree
DFT total energy = -9065.411 eV

Here are the Löwdin charges for atoms 1 to 2, given in e: -0.1565 -0.2001

Record 2
The following is a DFT calculation (ωB97M-V with the def2-TZVPD basis set) of a structure of composition C4H4LiNaO5 at a distorted geometry.

XYZ file:
```
15
Properties=species:S:1:pos:R:3:forces:R:3
O 0.51062 -3.30789 -0.06471 -0.06 -0.37 -0.79
C 1.18576 -2.20267 0.16209 -3.31 5.51 -1.19
C 0.44928 -4.12332 1.12200 0.16 -0.11 0.09
O 0.98097 -1.06178 -0.45058 2.47 -5.21 1.62
O 1.68235 -2.18487 1.38772 1.03 0.09 0.71
C 1.07795 -3.21647 2.18865 0.29 -0.27 0.00
H 1.02036 -5.03962 0.94014 -0.14 0.19 0.05
H -0.60054 -4.36081 1.31989 0.27 0.08 -0.12
H 1.87695 -3.69533 2.76229 -0.27 0.04 -0.09
H 0.34714 -2.75803 2.86270 0.15 -0.03 -0.22
O -1.54829 2.02853 0.58838 0.43 -0.50 -0.45
C -0.35062 1.65426 0.34389 -0.68 0.63 0.85
O 0.57309 2.24926 1.08289 1.41 -0.72 -0.07
Li 2.05734 0.40230 0.33749 -1.76 0.86 -0.06
Na -0.92093 3.35550 2.23708 0.01 -0.19 -0.33
```
Forces are in eV/Å.

Summary:
highest occupied orbital energy (spin up / spin down) = -0.168 / -0.168 hartree
DFT total energy = -19070.373 eV

Here are the Löwdin charges for atoms 1 to 2, given in e: 0.0850 -0.5035

Record 3
The following is a DFT calculation (ωB97M-V with the def2-TZVPD basis set) of a structure of composition C4H4LiO5Pt at a distorted geometry.

XYZ file:
```
15
Properties=species:S:1:pos:R:3:forces:R:3
O -0.62950 -3.39547 -1.17481 -1.11 -1.68 0.11
C -1.81403 -3.21068 -0.90957 -0.58 -3.34 -0.64
O -2.32594 -2.09436 -0.64086 -2.49 0.39 0.79
Li -3.87015 -1.44119 0.17684 -0.23 -0.15 0.00
Pt -0.43844 -1.42127 -0.88837 3.58 0.75 -0.29
C 0.13194 0.28687 -1.00767 -1.20 3.65 -1.87
C 1.35995 0.57533 -0.60985 2.90 -0.43 1.99
H -0.49711 1.03243 -1.50907 -0.46 0.18 0.61
H 2.26143 -0.00508 -0.81265 -0.22 -0.01 0.33
O 1.46883 3.32576 1.57531 0.44 -0.52 -0.08
C 1.19505 2.66591 0.51398 1.20 1.24 0.20
O 0.62376 3.26529 -0.45549 -2.26 -0.57 -1.34
O 1.71938 1.50989 0.44198 -0.69 -0.98 -0.92
H 1.56879 4.27854 1.41424 -0.47 0.38 0.17
H -0.00045 2.69931 -1.03655 1.61 1.09 0.94
```
Forces are in eV/Å.

Summary:
total charge = +2
2S+1 = 4
highest occupied orbital energy (spin up / spin down) = -0.595 / -0.652 hartree
DFT total energy = -17878.373 eV

Here are the Löwdin charges for atoms 1 to 2, given in e: -0.0565 -0.3518

Record 4
The following is a DFT calculation (ωB97M-V with the def2-TZVPD basis set) of a structure of composition C4H4LiO5Rb at a distorted geometry.

XYZ file:
```
15
Properties=species:S:1:pos:R:3:forces:R:3
O 2.10056 -0.79292 1.57033 0.86 0.09 0.78
C 0.84464 -1.19138 1.47144 -1.05 2.92 -0.32
C 2.68394 -0.63369 0.25766 -0.10 0.10 -0.19
O -0.05230 -0.85480 2.21135 0.67 -1.49 0.20
O 0.62303 -1.60867 0.21455 -0.76 -0.53 -1.61
C 1.50037 -0.92019 -0.62154 0.51 -0.52 0.71
Rb -3.27493 0.61221 2.78307 0.40 -0.10 -0.43
H 3.51107 -1.34821 0.15680 -0.12 0.08 -0.03
H 3.07143 0.39228 0.17004 -0.11 -0.35 0.07
H 1.50506 -1.13750 -1.68590 -0.17 -0.16 0.40
C -2.14124 1.23809 -1.22825 1.70 -1.75 -0.86
O -2.92185 1.40587 -0.24282 -0.06 -0.17 0.58
O -2.27310 1.86957 -2.29454 -0.20 0.06 0.28
Li -3.94124 2.60093 -1.53341 0.71 -0.37 -0.06
H -1.23543 0.36840 -1.22878 -2.29 2.19 0.46
```
Forces are in eV/Å.

Summary:
total charge = +1
2S+1 = 2
highest occupied orbital energy (spin up / spin down) = -0.405 / -0.485 hartree
DFT total energy = -15305.113 eV

Here are the Löwdin charges for atoms 1 to 2, given in e: 0.0756 -0.5621

Record 5
The following is a DFT calculation (ωB97M-V with the def2-TZVPD basis set) of a structure of composition C4H4LuO at a distorted geometry.

XYZ file:
```
10
Properties=species:S:1:pos:R:3:forces:R:3
H -1.56858 -1.93131 0.42736 3.28 0.48 1.75
C -3.18459 -0.73673 -0.46669 -0.94 2.68 0.56
C -2.40344 0.23160 -0.33333 2.43 -1.22 1.68
H -4.21363 -0.96040 -0.71421 -0.05 -1.26 -0.61
C -1.06329 0.45880 0.06410 -2.26 -0.27 -5.58
C -0.49375 -0.29956 1.05619 0.71 -0.62 4.67
O -0.46744 -1.65292 0.99770 -3.00 -2.10 -2.54
Lu 1.30001 -3.07723 1.61930 -0.41 0.25 -0.07
H -0.37811 0.73120 -0.74675 -0.04 1.57 0.12
H -0.66507 0.03452 2.08523 0.29 0.49 0.02
```
Forces are in eV/Å.

Summary:
total charge = +3
highest occupied orbital energy (spin up / spin down) = -0.830 / -0.787 hartree
DFT total energy = -39836.509 eV

Here are the Löwdin charges for atoms 1 to 2, given in e: 0.3120 0.3571

Record 6
The following is a DFT calculation (ωB97M-V with the def2-TZVPD basis set) of a structure of composition C4H4MgO at a distorted geometry.

XYZ file:
```
10
Properties=species:S:1:pos:R:3:forces:R:3
C -0.90873 0.31529 -0.66771 -0.26 -0.11 0.10
C -1.64918 -0.77922 -0.99941 0.18 0.44 0.19
O -1.70610 -1.84787 -0.18511 -0.25 -0.15 0.85
Mg -0.78708 -0.82673 1.23344 0.09 0.70 -2.65
H -0.83280 1.10543 -1.42387 -0.23 -0.09 0.36
H -2.30491 -0.83693 -1.88848 0.42 -0.30 0.07
C 2.31603 0.57379 0.91091 0.40 1.24 -0.47
C 1.15400 0.07211 0.83677 -0.72 -0.99 1.74
H 3.12166 1.13425 0.44051 -0.38 -0.20 0.11
H 1.59710 1.08988 1.74295 0.74 -0.53 -0.30
```
Forces are in eV/Å.

Summary:
highest occupied orbital energy (spin up / spin down) = -0.240 / -0.240 hartree
DFT total energy = -11698.204 eV

Here are the Löwdin charges for atoms 1 to 2, given in e: -0.1875 -0.4997

Record 7
The following is a DFT calculation (ωB97M-V with the def2-TZVPD basis set) of a structure of composition C4H4MgO5Rb at a distorted geometry.

XYZ file:
```
15
Properties=species:S:1:pos:R:3:forces:R:3
O -1.60591 1.66604 -2.77190 -0.39 -0.18 0.50
C -0.49761 1.51540 -3.28791 0.17 -0.24 0.48
O 0.45934 0.89929 -2.76516 0.03 0.02 0.02
Rb 3.42250 1.35474 -3.02301 0.04 -0.02 -0.14
Mg -0.94488 0.55468 -1.13028 1.12 -0.19 -0.44
C -1.31843 -1.42735 0.84012 2.18 -0.65 0.07
C -1.22183 -0.32094 1.58317 -0.35 0.66 -0.82
H -2.27385 -1.91685 0.64524 0.34 0.13 -0.09
H -2.04085 0.32256 1.91005 0.25 -0.32 0.31
O 2.14779 -0.10582 1.82813 1.73 0.30 -0.66
C 1.05700 0.08306 1.17795 -0.43 -2.19 -1.63
O 0.94460 -0.01162 -0.05991 -0.13 1.64 0.87
O 0.03006 0.16356 1.97694 -1.77 0.29 0.90
H 2.11006 -0.85594 2.44101 -0.12 0.34 0.55
H -0.26800 -1.92081 0.63557 -2.66 0.42 0.08
```
Forces are in eV/Å.

Summary:
total charge = +2
2S+1 = 2
highest occupied orbital energy (spin up / spin down) = -0.589 / -0.683 hartree
DFT total energy = -20535.214 eV

Here are the Löwdin charges for atoms 1 to 2, given in e: -0.0181 -0.3456

Record 8
The following is a DFT calculation (ωB97M-V with the def2-TZVPD basis set) of an isolated molecule of C4H4N2 at a distorted geometry.

XYZ file:
```
10
Properties=species:S:1:pos:R:3:forces:R:3
C -0.48440 -0.39249 1.00518 0.02 0.11 -0.01
C -0.09073 0.84775 1.56872 -0.98 -0.69 -0.44
N 1.30967 2.03577 -0.78845 -0.51 -1.54 -0.48
N 0.95949 1.01176 -1.08573 0.67 1.70 0.17
C 0.45970 -0.19363 -1.34586 -0.02 -0.27 0.34
C -0.16708 -0.86122 -0.27347 0.12 0.08 -0.27
H -1.16798 -1.08303 1.51924 0.13 0.19 0.01
H -0.89117 1.04935 2.32233 0.63 0.00 0.05
H 0.60385 -0.56358 -2.36204 -0.07 0.18 0.52
H -0.53136 -1.85066 -0.55992 0.01 0.23 0.12
```
Forces are in eV/Å.

Summary:
highest occupied orbital energy (spin up / spin down) = -0.285 / -0.286 hartree
DFT total energy = -7187.249 eV

Here are the Löwdin charges for atoms 1 to 2, given in e: -0.2857 0.0056

Record 9
The following is a DFT calculation (ωB97M-V with the def2-TZVPD basis set) of an isolated molecule of C4H4N2.

XYZ file:
```
10
Properties=species:S:1:pos:R:3:forces:R:3
C -0.93798 -0.10545 0.24947 0.09 -0.03 0.13
C -0.50034 -0.33110 -1.18005 0.18 -0.09 0.01
N 0.61142 0.19054 -1.60362 -0.25 -0.09 0.02
N 0.73702 1.15772 -0.59516 0.10 0.15 0.28
C 1.21582 0.58198 0.48258 -0.12 -0.11 -0.25
C -0.01060 0.24094 1.20885 -0.17 -0.03 -0.08
H -1.91988 -0.48114 0.53267 0.14 -0.04 -0.01
H -1.01472 -1.06552 -1.80116 0.10 0.17 0.10
H 1.98865 -0.19600 0.41033 -0.04 -0.08 -0.01
H -0.10759 -0.03115 2.26049 -0.02 0.16 -0.20
```
Forces are in eV/Å.

Summary:
highest occupied orbital energy (spin up / spin down) = -0.323 / -0.320 hartree
structure (SMILES) = c1ccnnc1
DFT total energy = -7187.466 eV

Here are the Löwdin charges for atoms 1 to 2, given in e: -0.0478 -0.1525

Record 10
The following is a DFT calculation (ωB97M-V with the def2-TZVPD basis set) of a structure of composition C4H4N2 at a distorted geometry.

XYZ file:
```
10
Properties=species:S:1:pos:R:3:forces:R:3
C -0.10722 1.38988 0.59751 -0.01 -0.83 -1.54
C -2.26280 -0.22245 -0.13469 0.52 0.21 0.57
C 0.36835 0.36624 -0.04346 0.23 1.13 0.09
C 1.34533 -0.71383 -0.26273 -0.06 -1.49 -1.54
N -3.08647 -0.94899 0.27612 1.51 1.36 -0.90
N -0.84660 0.90296 -0.59306 -1.48 -1.50 0.68
H -0.08633 2.34426 1.06851 -0.12 0.07 0.55
H 0.86061 -1.51588 -0.95781 0.86 1.37 1.35
H 1.41668 -1.10312 0.75263 0.56 -0.55 -0.17
H 2.39847 -0.49907 -0.70301 -2.01 0.21 0.91
```
Forces are in eV/Å.

Summary:
highest occupied orbital energy = -0.350 hartree
DFT total energy = -7187.159 eV

Here are the Löwdin charges for atoms 1 to 2, given in e: 0.0386 -0.1760

> Look up the DFT total energy of the eighth one.

-7187.249 eV